{"formula": "C16H56N8O12", "method": "ωB97M-V with the def2-TZVPD basis set", "e_homo_ha": -0.3444, "max_force_ev_per_a": 4.5, "multiplicity": 1, "orbital_gap_ev": 9.90, "e_above_lowest_kcal_mol": 44.3, "smiles": "NC(N)=O.NC(N)=O.NC(N)=O.NC(N)=O.CCO.CCO.CCO.CCO.CO.CO.CO.CO", "e_tot_ha": -1984.19825, "symbols": ["N", "C", "N", "O", "H", "H", "H", "H", "N", "C", "N", "O", "H", "H", "H", "H", "N", "C", "N", "O", "H", "H", "H", "H", "N", "C", "N", "O", "H", "H", "H", "H", "C", "C", "O", "H", "H", "H", "H", "H", "H", "C", "C", "O", "H", "H", "H", "H", "H", "H", "C", "C", "O", "H", "H", "H", "H", "H", "H", "C", "C", "O", "H", "H", "H", "H", "H", "H", "C", "O", "H", "H", "H", "H", "C", "O", "H", "H", "H", "H", "C", "O", "H", "H", "H", "H", "C", "O", "H", "H", "H", "H"], "positions_angstrom": [[-15.982471, 7.235144, -2.622670], [-16.616241, 8.262777, -3.216450], [-17.589954, 8.025612, -4.091463], [-16.274802, 9.436537, -3.018590], [-16.346433, 6.306861, -2.793711], [-15.287075, 7.387886, -1.902443], [-18.043928, 7.126287, -4.166693], [-17.979234, 8.695320, -4.742368], [-13.053695, 14.967621, -0.038540], [-12.297792, 15.667884, -0.922790], [-12.237021, 16.992799, -0.543793], [-11.654114, 15.148809, -1.808386], [-13.378352, 15.504702, 0.751759], [-13.425414, 14.106412, -0.413315], [-11.553713, 17.556915, -1.031217], [-13.142888, 17.330820, -0.235989], [-14.809174, 11.835776, -2.303930], [-15.083092, 11.802181, -0.927434], [-15.930372, 10.880580, -0.438655], [-14.598871, 12.725374, -0.212355], [-15.075845, 11.045958, -2.873837], [-13.884387, 12.148347, -2.446171], [-16.331872, 10.190367, -1.081845], [-16.367900, 10.911442, 0.466053], [-11.176131, 7.468743, -1.774152], [-12.443875, 7.403101, -2.190889], [-12.609333, 7.421982, -3.557377], [-13.411460, 7.216607, -1.476318], [-10.341773, 7.635801, -2.285274], [-11.076607, 7.756516, -0.746388], [-13.608752, 7.472141, -3.811864], [-11.977691, 8.009968, -4.163863], [-15.469054, 6.403881, -7.541864], [-14.384088, 7.260424, -6.862321], [-15.065452, 8.406674, -6.409690], [-16.305115, 6.347471, -6.826168], [-15.045593, 5.452543, -7.776890], [-15.851956, 6.887484, -8.427222], [-13.534790, 7.549768, -7.542690], [-13.897658, 6.822346, -5.963251], [-14.491550, 9.209229, -6.338720], [-9.424145, 8.581630, -6.726000], [-10.876305, 8.863864, -6.547640], [-11.138465, 9.029203, -5.174485], [-8.929775, 9.258452, -6.116899], [-9.064289, 8.883374, -7.728124], [-9.037343, 7.563970, -6.573940], [-11.527110, 8.069218, -6.920905], [-11.069582, 9.786088, -7.118045], [-11.551879, 9.924257, -5.133570], [-18.529584, 11.593735, -6.519162], [-17.576116, 10.414122, -6.710382], [-18.310920, 9.214944, -6.884114], [-19.164955, 11.335245, -5.657164], [-19.197329, 11.835460, -7.328621], [-17.890913, 12.398779, -6.247335], [-16.914850, 10.214172, -5.829900], [-17.034330, 10.574305, -7.601578], [-17.653577, 8.558728, -7.217776], [-11.716549, 10.771253, -2.799961], [-11.220636, 11.879404, -1.925389], [-10.421388, 12.711723, -2.663737], [-12.472252, 11.086217, -3.509616], [-12.215999, 9.963046, -2.261759], [-10.807141, 10.415911, -3.227455], [-10.573275, 11.511546, -1.130321], [-11.989173, 12.367115, -1.388237], [-10.391150, 13.587773, -2.355519], [-9.607987, 12.479070, -6.161357], [-10.799986, 12.405553, -5.400477], [-9.000261, 11.570292, -6.012885], [-9.939902, 12.465663, -7.206015], [-9.014529, 13.425354, -5.946220], [-10.642924, 12.565568, -4.474034], [-12.876216, 16.494718, -4.486447], [-11.463047, 16.398289, -4.542784], [-13.107389, 17.445227, -4.066334], [-13.228918, 16.526011, -5.510506], [-13.415636, 15.675208, -4.016589], [-11.180854, 15.957039, -3.704762], [-13.699991, 11.881723, -7.191221], [-13.230885, 11.356788, -5.946833], [-13.653991, 12.958829, -7.257119], [-13.113322, 11.462808, -8.021426], [-14.727729, 11.608303, -7.331263], [-12.334552, 11.788441, -5.888700], [-8.241419, 9.403944, -3.350802], [-8.676558, 8.127646, -2.886790], [-8.301603, 10.179196, -2.605334], [-7.256712, 9.381725, -3.766740], [-8.959923, 9.769462, -4.062595], [-8.760448, 7.507328, -3.572979]], "atomic_forces_ev_per_a": [[-0.985, -0.861, -0.296], [0.968, 1.638, 0.203], [-1.809, -1.603, -1.067], [0.275, 0.230, 0.295], [0.394, 0.159, 0.258], [0.270, -0.009, -0.152], [0.361, 0.036, 0.099], [0.425, 0.291, 0.391], [0.669, 0.686, -1.066], [-0.275, 0.186, 2.435], [0.144, -0.080, -0.519], [0.783, -0.202, -1.422], [-0.433, -0.820, -0.119], [-0.760, -0.481, 0.864], [-0.621, 0.246, 0.025], [0.721, 0.615, -0.239], [-1.049, -0.791, 1.470], [0.592, 2.413, 0.232], [-0.681, -1.205, -1.010], [-0.557, -1.797, -0.784], [-0.148, -0.270, 0.117], [0.792, 0.583, -0.329], [0.448, 0.450, 0.081], [0.525, 0.578, 0.047], [0.420, 0.756, 4.388], [-0.411, -0.545, -2.141], [-0.285, 0.689, -1.035], [-0.427, 0.170, 1.463], [0.255, 0.383, -0.870], [-0.292, -0.919, -2.211], [0.913, -0.024, 0.256], [-0.886, -0.926, 0.963], [0.624, 0.820, 1.303], [0.688, 0.357, -0.156], [0.036, 1.929, 0.105], [0.306, -0.382, -0.217], [-0.108, -0.857, -0.213], [0.106, 0.189, -0.383], [-0.878, -0.391, 0.241], [-0.372, -0.505, -0.679], [-0.419, -1.084, 0.030], [0.674, -0.975, -2.171], [-0.087, -0.502, -0.916], [-0.503, 1.894, -0.132], [1.203, 1.052, 1.476], [-0.410, -0.353, 0.123], [-0.478, 0.207, 0.278], [0.095, 0.053, -0.222], [-0.358, -0.200, 0.333], [0.220, -0.883, 0.513], [0.053, -1.638, 1.423], [-0.782, -0.154, 0.903], [0.195, -1.329, -0.543], [0.124, 0.347, -0.123], [0.151, -0.083, -0.597], [0.190, 1.117, 0.187], [-0.176, 0.942, -0.638], [1.198, 0.293, -0.910], [-0.779, 0.575, 0.466], [-0.471, -0.200, 0.796], [0.058, -1.105, 1.632], [1.110, -0.457, -2.660], [0.242, 0.312, -0.547], [0.319, 0.126, 0.294], [0.230, -0.710, -0.846], [-0.081, -0.740, 0.278], [-1.110, 0.991, 0.300], [-0.421, 1.895, 0.956], [0.295, 0.467, -0.059], [-0.199, -0.190, -1.121], [0.096, 0.432, 0.100], [0.309, 0.244, 0.110], [-0.690, -1.207, -0.282], [0.277, 0.243, 1.214], [0.325, -0.011, -0.996], [0.392, -1.123, 1.086], [-0.681, 0.705, 0.719], [-0.080, -0.003, -0.338], [0.315, -0.103, 0.399], [-0.341, 0.496, -0.749], [0.300, -0.620, -0.194], [0.747, 0.729, -0.649], [0.178, 0.445, 0.235], [-0.137, 0.075, -0.003], [-0.566, -0.297, 0.003], [-0.625, -0.439, 0.659], [-1.022, -0.107, -0.393], [0.512, 1.436, 2.070], [0.206, -0.313, 0.985], [0.682, -0.101, -0.268], [-0.108, 0.057, -0.805], [0.090, -0.937, -1.731]], "lowdin_charge": [0.1806, -0.6723, 0.1819, -0.0291, 0.1093, 0.0707, 0.1077, 0.0800, 0.1708, -0.6553, 0.1424, 0.0235, 0.1061, 0.0450, 0.1055, 0.1016, 0.1774, -0.5886, 0.1768, -0.0553, 0.0550, 0.0454, 0.0796, 0.1089, 0.1692, -0.7206, 0.1529, -0.0023, 0.0346, 0.1575, 0.0839, 0.0607, -0.0661, -0.3140, -0.1127, 0.0757, 0.0619, 0.0696, 0.1087, 0.1009, 0.0870, -0.0744, -0.2887, -0.1262, 0.0163, 0.0923, 0.0898, 0.1008, 0.1176, 0.0673, -0.0621, -0.3346, -0.1107, 0.0822, 0.0707, 0.0609, 0.1057, 0.0877, 0.0818, -0.0631, -0.3081, -0.0497, 0.0632, 0.0857, 0.0471, 0.1233, 0.0833, 0.0487, -0.1095, -0.1454, 0.0675, 0.0841, 0.1107, 0.0358, -0.1741, -0.1430, 0.0596, 0.0696, 0.0763, 0.0519, -0.1344, -0.1611, 0.0794, 0.0826, 0.0542, 0.0333, -0.1150, -0.1030, 0.0846, 0.0816, 0.0336, 0.0588]}